No. 1
The following is a DFT calculation (ωB97M-V/def2-TZVPD) of a structure of composition C9H19FNO6P3STm in a non-equilibrium geometry.

Results
E_tot   -94330.706 eV
LUMO (alpha / beta)   -12.0 / -12.1 eV
Kohn-Sham gap (alpha / beta)   5.28 / 5.17 eV
Spin multiplicity   3
Highest occupied orbital energy (alpha / beta)   -0.6359 / -0.6359 hartree
Charge   +3

Each line ends with the Löwdin spin population.
Atoms and positions in Å:
C 0.867 -0.031 3.807  0.0005
P 0.018 -0.563 2.256  0.0022
C 0.775 -2.189 1.858  0.0009
C 0.445 0.793 0.987  -0.0007
C -0.607 1.942 1.174  -0.0005
N -1.327 1.908 2.505  -0.0015
O -1.639 2.025 0.119  -0.0023
S -2.103 0.543 -0.525  0.0023
O -2.967 0.846 -1.592  0.0005
O -2.796 -0.131 0.497  0.0035
C -0.650 -0.418 -0.963  0.0615
P -0.626 -0.982 -2.763  0.5276
C -2.247 -1.571 -3.343  0.1099
O 0.278 -2.278 -2.726  0.0874
C 0.639 0.326 -0.504  0.0069
C 1.888 -0.628 -0.626  0.0002
C 2.762 -0.456 -1.861  0.0002
O 3.886 -0.054 -1.757  0.0014
F 2.272 -0.791 -3.048  0.0088
P 0.982 1.785 -1.579  0.0118
O 0.625 1.483 -2.979  0.1257
H 1.320 -0.882 4.295  0.0000
H 0.119 0.355 4.485  0.0000
H 1.624 0.728 3.642  0.0001
H 0.612 -2.815 2.726  0.0001
H 0.342 -2.710 1.012  0.0006
H 1.849 -2.161 1.707  0.0000
H 1.391 1.240 1.293  -0.0001
H -0.032 2.914 1.153  -0.0003
H -1.380 2.868 2.863  -0.0009
H -2.301 1.564 2.415  -0.0003
H -0.732 -1.313 -0.350  0.0080
H -2.672 -2.199 -2.557  0.0222
H -2.028 -2.210 -4.192  -0.0002
H -2.906 -0.762 -3.615  -0.0001
H -0.102 -2.951 -2.140  0.0122
H 1.568 -1.654 -0.518  0.0003
H 2.509 -0.409 0.227  0.0000
H 0.258 2.925 -1.143  0.0007
H 2.341 2.141 -1.451  0.0036
Tm -2.256 3.774 1.211  1.0077

***

No. 2
The following is a DFT calculation (ωB97M-V/def2-TZVPD) of the ion C9H19N2O3S with charge +1 in a non-equilibrium geometry.

Results
E_tot   -29590.108 eV
Structure (SMILES)   C=C(S)[NH2+][C@@H](O)NCC(=O)OC(C)(C)C
LUMO   -2.5 eV
Kohn-Sham gap   10.21 eV
Highest occupied orbital energy   -0.4684 hartree
Charge   +1

Each line ends with the natural charge from an NBO analysis.
Atoms and positions in Å:
C -1.397 -1.902 4.217  -0.4203
C -0.719 -1.300 3.284  -0.0238
C 0.043 -0.020 -0.674  0.8246
C 2.331 2.019 -0.576  -0.6459
C 2.552 1.223 -3.039  -0.6318
C 0.444 2.469 -2.305  -0.6520
C -0.862 -1.194 -1.026  -0.3319
C -1.779 -1.781 1.171  0.3869
C 1.601 1.492 -1.836  0.2759
N -1.964 -1.429 -0.203  -0.6480
N -1.453 -0.595 2.019  -0.6449
O -0.039 0.627 0.349  -0.6689
O -2.963 -2.384 1.751  -0.7180
O 0.847 0.231 -1.633  -0.4882
S 0.978 -1.594 3.028  0.1013
H -0.739 -2.158 5.064  0.2651
H -2.486 -2.056 4.033  0.2657
H 1.500 2.621 -0.016  0.2252
H 2.804 1.293 0.117  0.2296
H 3.054 2.720 -0.882  0.2336
H 1.925 0.528 -3.743  0.2312
H 3.548 0.662 -2.709  0.2311
H 2.750 2.172 -3.535  0.2351
H 0.011 2.125 -3.288  0.2243
H -0.386 2.372 -1.647  0.2068
H 0.681 3.579 -2.531  0.2485
H -0.167 -2.188 -1.177  0.2432
H -1.304 -1.009 -1.999  0.2549
H -0.890 -2.512 1.218  0.2072
H -2.634 -0.598 -0.480  0.3935
H -2.305 -0.119 2.401  0.4396
H -0.966 0.265 1.463  0.4980
H -3.299 -2.986 0.953  0.5149
H 1.282 -0.576 2.229  0.1376

***

No. 3
The following is a DFT calculation (ωB97M-V/def2-TZVPD) of the ion C9H19N2Si with charge +1 in a non-equilibrium geometry.

Results
E_tot   -20492.534 eV
Structure (SMILES)   C[SiH](C)c1[nH]cc(C(C)(C)C)[nH+]1
LUMO   -2.9 eV
Kohn-Sham gap   10.26 eV
Highest occupied orbital energy   -0.4849 hartree
Charge   +1

Each line ends with the natural charge from an NBO analysis.
Atoms and positions in Å:
C -0.694 1.827 0.398  -0.0573
C -0.923 0.512 0.132  0.1675
C 1.365 0.850 0.316  0.0974
C -3.078 0.408 -1.229  -0.6082
C -3.028 -0.298 1.194  -0.5913
C -1.978 -1.734 -0.521  -0.6197
C 3.297 -0.725 -1.531  -1.0697
C 3.691 -0.173 1.597  -1.1188
C -2.225 -0.205 -0.121  -0.0869
N 0.661 2.028 0.533  -0.4824
N 0.391 -0.086 0.087  -0.5040
Si 3.215 0.449 -0.083  1.3378
H -1.391 2.616 0.493  0.2485
H -3.937 -0.327 -1.381  0.2332
H -3.578 1.248 -0.652  0.2081
H -2.633 0.759 -2.144  0.2315
H -3.924 -0.933 1.125  0.2301
H -2.289 -0.788 1.875  0.2134
H -3.408 0.647 1.427  0.2102
H -2.878 -2.222 -0.987  0.2406
H -1.306 -1.606 -1.386  0.2033
H -1.714 -2.332 0.327  0.2192
H 3.341 -0.240 -2.579  0.2828
H 4.138 -1.276 -1.374  0.2520
H 2.414 -1.325 -1.375  0.2191
H 3.497 -1.252 1.671  0.2607
H 4.771 0.140 1.712  0.2693
H 3.058 0.278 2.409  0.2651
H 0.869 2.975 0.758  0.4502
H 0.722 -1.039 -0.203  0.4543
H 3.553 1.826 -0.485  -0.1560

***

No. 4
The following is a DFT calculation (ωB97M-V/def2-TZVPD) of the ion C9H19N3 with charge +2 in a non-equilibrium geometry.

Results
E_tot   -14092.158 eV
Structure (SMILES)   CCC[NH+]=C=NCCCC(C)=[NH2+]
LUMO   -8.2 eV
Kohn-Sham gap   9.62 eV
Highest occupied orbital energy   -0.6560 hartree
Charge   +2

Each line ends with the natural charge from an NBO analysis.
Atoms and positions in Å:
C 2.625 -0.965 -0.971  -0.2563
C 0.183 -1.083 -0.436  0.7439
C 2.752 0.002 -2.143  -0.3950
C 2.290 1.417 -1.615  -0.5461
C 0.860 1.640 -1.293  0.5432
C 0.472 2.201 0.028  -0.7309
C -3.082 -0.940 3.168  -0.6141
C -2.349 -1.629 1.999  -0.4396
C -1.854 -0.557 1.029  -0.1841
N 1.321 -1.277 -0.640  -0.2534
N -1.043 -1.200 -0.089  -0.6208
N -0.098 1.127 -2.037  -0.6720
H 3.146 -0.506 -0.185  0.2504
H 3.763 0.323 -2.430  0.2828
H 2.325 -0.473 -2.946  0.2353
H 2.947 1.836 -0.798  0.2836
H 2.508 2.289 -2.231  0.3182
H 1.262 2.934 0.417  0.2959
H 0.229 1.422 0.765  0.2716
H -0.524 2.646 0.060  0.2776
H -3.995 -1.505 3.344  0.2469
H -2.620 -0.928 4.109  0.2444
H -3.338 0.105 2.894  0.2104
H -3.011 -2.413 1.646  0.2451
H -1.472 -2.241 2.221  0.2090
H -2.753 -0.186 0.702  0.2343
H -1.130 0.176 1.495  0.2044
H -1.306 -2.187 -0.118  0.4657
H -1.091 1.176 -1.871  0.4364
H 3.047 -1.898 -1.134  0.2706
H -0.065 0.694 -2.940  0.4425

***

Summary of relative energy (zero: lowest compared OMol25 entry of this formula, charge and spin) in eV
0.000 0.000 1.234 0.703
(order as listed above)